(1)
Molecular formula: C4H26BO21
Method: DFT, the ωB97M-V functional and the def2-TZVPD basis

E: -1773.29181 Eh
charge: -1
multiplicity: 1
energy above the lowest of the compared OMol25 structures with the same formula, charge and spin: 0.340 eV

Positions of all 52 atoms, in Å:
O -36.678 9.387 19.874
O -41.364 5.869 16.147
O -35.262 7.641 22.485
O -35.044 12.470 23.124
O -38.286 11.838 18.698
O -38.835 4.843 21.067
O -33.605 9.672 24.777
O -37.573 6.014 24.024
O -40.764 8.048 18.905
O -35.038 10.273 21.115
O -32.572 8.946 22.179
O -38.902 8.436 20.097
O -38.636 10.668 22.004
O -43.577 6.816 18.872
O -36.884 7.336 20.968
O -36.493 9.718 24.540
O -41.500 5.517 20.520
O -37.391 7.478 18.575
O -42.758 10.360 18.141
O -38.859 7.148 16.897
O -32.950 5.620 22.998
C -39.584 8.036 19.041
C -35.797 9.391 20.855
C -38.579 7.508 17.998
C -35.921 8.011 21.557
B -37.454 8.131 19.891
H -43.679 10.108 18.029
H -33.071 9.005 21.358
H -37.480 12.250 18.371
H -32.481 5.075 22.359
H -36.358 8.766 24.536
H -32.092 8.111 22.135
H -33.632 6.086 22.495
H -38.854 10.433 22.912
H -35.583 10.069 24.503
H -33.346 9.247 23.938
H -41.652 6.401 20.152
H -42.953 7.467 18.528
H -38.670 9.836 21.515
H -40.960 5.368 15.433
H -35.032 11.565 22.785
H -40.733 6.586 16.316
H -42.265 9.816 17.517
H -38.122 5.490 21.043
H -39.660 5.336 20.857
H -37.436 5.124 23.684
H -37.968 11.101 19.235
H -44.428 7.047 18.491
H -35.836 12.850 22.731
H -36.792 6.506 23.740
H -33.172 10.531 24.749
H -41.618 4.939 19.756

What are the Mulliken partial charges on each atom? They are as follows, in elementary charge units: -0.509, -0.610, -0.621, -0.676, -0.687, -0.667, -0.663, -0.639, -0.510, -0.668, -0.645, -0.787, -0.575, -0.612, -0.378, -0.626, -0.701, -0.459, -0.607, -0.671, -0.631, 0.496, 0.585, 0.666, 0.547, 1.215, 0.284, 0.287, 0.274, 0.303, 0.309, 0.286, 0.340, 0.282, 0.325, 0.414, 0.270, 0.312, 0.368, 0.271, 0.351, 0.379, 0.310, 0.416, 0.382, 0.297, 0.436, 0.271, 0.318, 0.306, 0.307, 0.336

(2)
Molecular formula: C4H11NO
Method: DFT, the ωB97M-V functional and the def2-TZVPD basis

E: -288.95921 Eh
multiplicity: 1
energy above the lowest of the compared OMol25 structures with the same formula, charge and spin: 1.573 eV
SMILES string: C[C@H](N)CCO

Positions of all 17 atoms, in Å:
O -1.064 2.384 0.933
N 1.162 0.077 -0.935
C -0.203 -0.442 -0.634
C -0.111 1.325 1.258
C -0.095 -2.045 -0.788
C -0.530 -0.034 0.789
H 0.662 -2.259 -0.075
H -1.586 -0.209 0.934
H -1.018 -2.593 -0.544
H 1.666 -0.506 -1.675
H 0.178 -0.584 1.387
H 0.242 -2.252 -1.874
H -0.942 -0.028 -1.381
H 0.891 1.633 0.912
H 1.243 1.031 -1.342
H -0.022 1.368 2.382
H -0.474 3.133 0.655

What are the Mulliken partial charges on each atom? They are as follows, in elementary charge units: -0.526, -0.684, 0.357, -0.693, -1.317, -0.515, 0.424, 0.322, 0.345, 0.231, 0.289, 0.303, 0.234, 0.435, 0.208, 0.268, 0.321

(3)
Molecular formula: C30H27F5FeN5O9STe
Method: DFT, the ωB97M-V functional and the def2-TZVPD basis

E: -4539.41933 Eh
multiplicity: 6
energy above the lowest of the compared OMol25 structures with the same formula, charge and spin: 0.000 eV

Positions of all 79 atoms, in Å:
Te -2.292 -2.145 -1.082
Fe -0.654 -0.182 0.650
S 2.970 -1.531 -0.129
F -3.023 -3.697 -2.184
F -3.682 -1.199 -2.166
F -1.860 -3.581 0.200
F -0.010 -1.776 -0.238
F -3.902 -2.426 -0.102
O 0.566 1.676 3.024
O 5.483 -2.935 4.786
O -2.211 -0.528 -0.026
O 5.776 1.560 6.493
O -1.819 1.221 2.170
O 4.426 3.074 5.757
O 3.628 -3.546 3.866
O 1.025 0.036 1.562
O -0.158 1.006 -1.100
N 4.846 1.936 5.807
N -1.698 1.400 -2.777
N -1.290 -1.344 2.531
N -2.075 0.791 -3.957
N 4.395 -2.709 4.296
C 3.689 0.482 -3.502
C 4.625 -0.376 5.005
C -2.652 0.558 3.093
C -0.706 0.664 -2.180
C -0.965 -2.638 2.559
C -2.800 5.310 -1.791
C -2.461 4.997 -3.099
C -1.675 -3.552 3.313
C 3.966 -1.307 4.224
C -1.657 -1.306 -5.186
C -2.309 -0.899 3.253
C 3.493 -1.847 -4.084
C 1.264 0.750 2.594
C -3.041 -1.742 4.076
C 3.107 1.313 4.178
C -0.476 -0.446 -3.048
C -2.401 3.030 -1.128
C 2.911 -0.956 3.400
C 3.730 -0.528 -4.458
C -2.090 3.705 -3.431
C 3.225 -2.164 -2.765
C 3.425 0.181 -2.180
C -2.079 2.725 -2.443
C 3.202 -1.151 -1.789
C -2.758 4.331 -0.809
C -2.728 -3.091 4.087
C -1.371 -0.336 -4.104
C 2.485 0.364 3.380
C 4.177 0.932 4.970
C -3.346 1.083 -4.596
H -3.849 -1.348 4.678
H -0.752 -1.845 -5.458
H -3.009 4.572 0.214
H 3.530 -2.634 -4.827
H -2.071 -0.819 -6.066
H -2.369 2.257 -0.374
H 3.944 -0.290 -5.491
H -3.669 0.622 2.700
H -3.960 0.185 -4.594
H 0.297 -1.183 -2.905
H 2.759 2.335 4.185
H -1.420 -4.600 3.264
H -2.634 1.058 4.066
H -0.128 -2.933 1.943
H -3.855 1.854 -4.028
H -2.382 -2.036 -4.811
H 3.388 0.954 -1.425
H 5.450 -0.669 5.634
H -3.194 1.433 -5.617
H 3.041 -3.187 -2.467
H 2.423 -1.696 2.781
H -3.096 6.318 -1.532
H -3.300 -3.778 4.697
H -0.976 1.511 2.607
H -2.471 5.764 -3.862
H -1.800 3.460 -4.444
H 3.877 1.508 -3.790

What are the Mulliken partial charges on each atom? They are as follows, in elementary charge units: 1.674, 1.230, -0.058, -0.441, -0.506, -0.448, -0.699, -0.413, -0.850, -0.603, -0.633, -0.614, -0.433, -0.609, -0.587, -0.202, -0.977, 1.035, 0.729, 0.675, 0.191, 1.038, -0.589, -0.381, -0.892, 0.789, -0.534, -0.482, -0.682, -0.803, -0.316, -1.745, 0.656, -0.603, 0.171, -1.003, -0.425, -1.274, -0.534, -0.415, -0.411, 0.107, -0.425, -0.332, 0.017, 0.295, -0.692, -0.312, 0.956, 0.673, -0.277, -1.184, 0.491, 0.436, 0.429, 0.389, 0.391, 0.444, 0.414, 0.351, 0.334, 0.650, 0.627, 0.471, 0.483, 0.519, 0.442, 0.313, 0.413, 0.616, 0.386, 0.411, 0.700, 0.399, 0.415, 0.362, 0.391, 0.472, 0.396

(4)
Molecular formula: H2
Method: DFT, the ωB97M-V functional and the def2-TZVPD basis

E: -0.93764 Eh
multiplicity: 1
energy above the lowest of the compared OMol25 structures with the same formula, charge and spin: 6.074 eV

Positions of all 2 atoms, in Å:
H -0.884 0.797 -0.172
H 0.884 -0.797 0.172

What are the Mulliken partial charges on each atom? They are as follows, in elementary charge units: 0.000, 0.000

(5)
Molecular formula: C2H3ClS
Method: DFT, the ωB97M-V functional and the def2-TZVPD basis

E: -936.33198 Eh
multiplicity: 1
energy above the lowest of the compared OMol25 structures with the same formula, charge and spin: 0.676 eV
SMILES string: Cl[C@@H]1CS1

Positions of all 7 atoms, in Å:
Cl 1.082 -2.313 -0.614
S -0.837 -0.919 1.532
C 0.188 0.173 0.526
C -0.104 -1.166 -0.263
H 1.277 0.378 0.611
H -0.471 0.875 0.029
H -0.909 -0.975 -1.048

What are the Mulliken partial charges on each atom? They are as follows, in elementary charge units: -0.134, -0.104, -0.509, -0.145, 0.332, 0.246, 0.314

(6)
Molecular formula: C17H20KN8O6S3
Method: DFT, the ωB97M-V functional and the def2-TZVPD basis

E: -3344.01610 Eh
charge: -1
multiplicity: 1
energy above the lowest of the compared OMol25 structures with the same formula, charge and spin: 0.647 eV

Positions of all 55 atoms, in Å:
K -0.901 0.709 -0.085
S -1.399 0.834 -5.502
S -0.849 5.629 -1.211
S -4.094 0.558 0.469
O -4.684 -0.221 -0.638
O -3.161 -0.179 1.405
O -3.437 1.725 -0.093
O 2.695 2.814 1.489
O 1.235 1.086 1.532
O 1.062 -2.522 -1.811
N 1.160 4.517 0.280
N -0.495 -1.147 -3.806
N -0.664 -2.167 -0.243
N -2.137 -2.621 1.513
N 0.435 3.384 -1.650
N -0.509 -4.184 0.810
N -0.453 1.115 -3.068
N 3.690 -0.374 1.419
C -0.741 -5.200 1.782
C 5.618 0.416 3.220
C -0.696 0.169 -3.961
C -1.107 -2.998 0.778
C 2.374 1.608 1.625
C 5.760 -0.812 2.502
C -0.786 2.378 -3.500
C 0.322 -2.882 -0.893
C 4.777 -1.111 1.591
C 0.478 -4.260 -0.282
C -0.494 3.500 -2.621
C -5.624 0.985 1.519
C -1.278 4.643 -2.568
C 4.512 1.185 2.964
C 3.517 0.697 2.091
C -1.260 2.352 -4.816
C 0.370 4.390 -0.760
H -0.263 -6.167 1.615
H 4.962 -1.933 0.905
H -6.100 1.823 0.991
H 0.875 5.255 0.915
H -1.697 3.288 -5.304
H 1.446 -4.373 0.133
H -1.866 -5.313 1.796
H -2.633 -1.731 1.350
H 0.233 -5.056 -0.968
H 1.896 3.793 0.685
H 4.379 2.137 3.468
H -6.248 0.094 1.490
H -2.434 -3.194 2.260
H -0.699 -1.682 -4.676
H -0.067 -1.567 -2.984
H 6.622 -1.465 2.627
H -0.401 -4.928 2.805
H -2.223 4.806 -3.064
H 6.362 0.751 3.979
H -5.382 1.447 2.494

What are the Mulliken partial charges on each atom? They are as follows, in elementary charge units: 1.136, -0.318, -0.287, 1.162, -0.708, -0.807, -0.675, -0.880, -0.762, -0.823, -0.298, -0.245, -0.210, -0.144, -0.561, 0.119, -0.310, -0.309, -1.002, -0.285, 0.466, 0.331, 0.436, -0.400, 0.152, 0.252, -0.260, -0.440, 0.517, -1.031, -0.662, -0.496, 0.426, -0.367, 0.522, 0.343, 0.370, 0.317, 0.165, 0.285, 0.355, 0.318, 0.162, 0.319, 0.316, 0.339, 0.301, 0.168, 0.171, 0.223, 0.346, 0.287, 0.362, 0.325, 0.290